{"formula": "C7H17NO", "method": "ωB97M-V/def2-TZVPD", "mol_weight_g_mol": 131.22, "smiles": "C/C=C\\N.COC(C)C", "energy_ev": -11068.2943, "elements": ["C", "C", "C", "N", "H", "H", "H", "H", "H", "H", "H", "C", "O", "C", "C", "C", "H", "H", "H", "H", "H", "H", "H", "H", "H", "H"], "positions_angstrom": [[-0.301568, 1.993879, 1.898786], [0.796888, 1.465730, 1.021466], [1.473006, 0.312228, 1.272714], [1.232142, -0.503715, 2.359805], [0.064056, 2.353492, 2.864833], [-0.809890, 2.809917, 1.383446], [-1.039980, 1.211690, 2.102362], [1.261737, 2.151022, 0.327242], [2.453499, 0.158661, 0.844833], [0.291527, -0.454597, 2.723770], [1.550894, -1.454886, 2.247861], [1.782744, -1.041899, -1.522844], [0.571962, -0.402234, -1.359262], [-1.076497, -0.039315, -0.870646], [-1.693480, 0.117294, -2.240203], [-1.429973, -1.319935, -0.158866], [2.406479, -0.315298, -2.077155], [1.648797, -1.886191, -2.219393], [2.167904, -1.608148, -0.658746], [-1.311962, 0.843051, -0.275955], [-1.531998, -0.774223, -2.840780], [-1.251243, 0.960269, -2.768328], [-2.760540, 0.342766, -2.143943], [-0.800461, -1.454790, 0.718791], [-2.478047, -1.280623, 0.153911], [-1.215998, -2.184146, -0.783698]], "forces_ev_per_angstrom": [[-0.12, -0.34, -0.47], [1.45, -0.91, 0.91], [-0.09, 2.53, 0.47], [-0.36, -0.61, 0.15], [0.02, 0.04, -0.02], [-0.12, 0.03, 0.20], [-0.17, 0.08, 0.10], [-0.18, -0.11, -0.28], [-0.24, -0.24, -0.54], [0.06, -0.08, 0.09], [-0.09, 0.01, 0.09], [-0.85, -1.36, -0.66], [-3.52, 2.86, -0.05], [1.64, -2.80, -1.47], [0.42, 0.13, 0.08], [0.17, 0.26, 0.20], [0.53, -0.45, 0.94], [-0.01, 0.01, -0.33], [0.51, 0.93, 0.28], [1.43, 0.12, 0.16], [-0.15, -0.05, 0.04], [0.12, 0.03, 0.07], [-0.02, -0.17, 0.14], [-0.10, 0.23, 0.18], [-0.01, -0.19, -0.03], [-0.33, 0.07, -0.23]], "nbo_charge": [-0.658, -0.311, 0.024, -0.818, 0.217, 0.215, 0.189, 0.207, 0.198, 0.368, 0.374, -0.206, -0.764, 0.272, -0.649, -0.656, 0.184, 0.145, 0.145, 0.201, 0.222, 0.232, 0.213, 0.222, 0.210, 0.223]}